Molecular formula: C26H36BIN3O10P
Method: DFT, ωB97M-V with the def2-TZVPD basis set

Cartesian coordinates (Å):
C 6.186 -1.782 1.322
O 4.909 -2.295 0.941
C 4.728 -2.305 -0.492
C 3.392 -1.579 -0.756
C 3.350 -0.223 -0.381
O 4.444 0.396 0.181
C 2.183 0.575 -0.526
C 2.105 2.044 -0.099
C 1.105 2.299 1.074
O 0.024 3.162 0.715
C 1.052 -0.071 -1.068
C 1.094 -1.432 -1.441
C 2.255 -2.227 -1.307
P 2.372 -3.997 -1.786
O 3.610 -4.316 -2.566
C -0.215 -2.029 -1.977
O -0.279 -2.746 -2.940
C -1.452 -1.583 -1.197
C -2.445 -2.504 -0.857
B -2.390 -4.065 -1.210
N -3.485 -4.774 -1.894
O -1.257 -4.741 -0.799
C -3.559 -2.006 -0.112
N -4.594 -2.944 0.301
C -5.584 -2.786 -0.412
O -6.514 -2.616 -1.072
C -3.608 -0.641 0.237
C -4.788 -0.108 1.071
C -4.289 -0.068 2.560
C -4.004 -1.480 3.137
I -5.549 1.123 3.836
C -2.599 0.287 -0.111
N -2.656 1.673 0.244
C -1.495 -0.213 -0.839
C -0.298 0.640 -1.253
O -0.403 1.745 -1.715
H 6.501 -0.945 0.678
H 6.071 -1.390 2.353
H 6.913 -2.614 1.373
H 5.572 -1.843 -1.029
H 4.657 -3.372 -0.768
H 4.254 0.577 1.120
H 3.120 2.341 0.226
H 1.853 2.639 -0.994
H 0.635 1.348 1.394
H 1.588 2.746 1.965
H 0.360 3.980 0.328
H 2.265 -4.758 -0.587
H 1.273 -4.401 -2.585
H -4.201 -5.023 -1.214
H -3.905 -4.092 -2.528
H -1.393 -5.693 -0.929
H -5.031 0.917 0.741
H -5.680 -0.752 1.020
H -3.306 0.438 2.522
H -3.248 -2.026 2.545
H -3.565 -1.338 4.143
H -4.910 -2.105 3.203
H -1.850 1.950 0.804
H -2.559 2.171 -0.643
C -4.203 4.611 -3.937
C -3.830 3.198 -3.529
O -4.301 2.912 -2.213
H -3.781 5.334 -3.237
H -3.837 4.837 -4.940
H -5.287 4.744 -3.923
H -2.747 3.075 -3.524
H -4.258 2.469 -4.224
H -5.259 3.010 -2.217
C 6.396 3.220 3.811
C 5.244 3.553 2.885
O 4.639 2.360 2.382
H 7.147 2.627 3.287
H 6.867 4.128 4.191
H 6.051 2.624 4.660
H 5.595 4.129 2.029
H 4.483 4.141 3.408
H 4.320 1.858 3.142

Computed properties:
SMILES	COCc1c(O)c(CCO)c2c(c1[PH2]=O)C(=O)c1c(B(N)O)c(N=C=O)c(C[C@H](C)I)c(N)c1C2=O.CCO.CCO
E_tot	-2592.95451	a.u.
gap between HOMO and LUMO	8.543	eV
ΔE to the lowest compared entry with this formula, charge and spin	0.000	eV
total charge	0